(1)
86
Properties=species:S:1:pos:R:3 method="wB97M-V/def2-TZVPD" charge=+3 homo_ev=-17.012 homo_lumo_gap_ev=8.580
Br -0.4933 -0.3576 -0.6273
Ga -2.2236 0.9834 -1.5276
Si 2.7735 -1.6468 2.2433
N -3.7666 2.3577 -2.0817
N -2.7615 1.7936 0.4347
N -0.8666 2.4014 -2.2772
N -2.1115 0.3695 -3.5135
N -3.9211 -0.1962 -0.9666
C -1.3448 1.0635 -5.6584
C 1.1704 -3.9843 2.4967
C 2.8526 -3.1496 -0.1707
C -3.7077 2.9430 0.3187
C -3.6807 -0.5619 0.4509
C 4.5263 -1.3338 0.0173
C -0.1216 3.2331 -1.5369
C 4.7339 -3.3522 1.5125
C 0.2674 -1.8931 3.5187
C -1.3469 1.1711 -4.2798
C 3.2227 0.0638 2.8633
C -5.0519 1.6340 -2.2193
C -3.7359 3.4723 -1.1057
C 2.3285 0.5504 4.0115
C -2.8079 -0.6148 -4.0976
C 2.2950 -3.0494 4.5264
C 0.6366 2.7097 -4.0969
C -3.2796 0.6749 1.2789
C -0.5017 2.1477 -3.5451
C 3.1236 1.0915 1.7141
C 1.4033 3.5700 -3.3274
C 3.7457 -2.3820 0.8223
C 1.0102 3.8481 -2.0261
C -5.2017 0.5366 -1.1700
C 4.6762 -0.0334 3.3814
C 1.5584 -2.6840 3.2159
C -2.8172 -0.8099 -5.4628
C -2.0980 0.0666 -6.2598
H 2.3040 4.0096 -3.7363
H -2.1192 -0.0264 -7.3382
H 2.1041 -2.5020 -0.6374
H 5.2490 -0.7834 0.6166
H 3.1509 2.0927 2.1549
H -5.9827 -0.1508 -1.4922
H 3.1573 -3.6970 4.3458
H -1.9071 2.1231 0.8693
H 3.9567 1.0153 1.0216
H 1.6003 -3.6037 5.1640
H -4.5617 -1.0339 0.8851
H 2.3476 -3.9991 0.2746
H 2.1920 1.0040 1.1416
H 4.2282 -4.1622 2.0446
H -5.9011 2.3173 -2.1630
H 0.6039 -3.8000 1.5825
H -0.1112 -1.3504 2.6438
H 2.7254 1.5062 4.3664
H -3.3642 -1.2755 -3.4488
H 5.3817 -0.3762 2.6250
H -4.6977 2.6189 0.6273
H -3.3840 -1.6259 -5.8891
H -4.5808 4.1479 -1.2429
H 2.6327 -2.1791 5.0915
H -0.5031 -2.6099 3.8172
H 2.0341 -4.6059 2.2604
H 5.0899 -1.8624 -0.7569
H -2.5074 0.3720 1.9812
H 1.3000 0.7184 3.6899
H -2.8255 4.0349 -1.3073
H -5.0596 1.1874 -3.2134
H 5.3563 -3.8086 0.7372
H -2.8730 -1.2861 0.4576
H 3.4951 -3.5365 -0.9675
H 1.5741 4.5243 -1.3990
H 3.8658 -0.6262 -0.4852
H 5.4055 -2.8450 2.2119
H -3.4235 3.7487 0.9935
H 2.3223 -0.1276 4.8637
H 4.9945 0.9639 3.6984
H 4.7593 -0.6918 4.2507
H -4.1196 1.0404 1.8669
H 0.9350 2.4613 -5.1056
H -0.4529 3.4108 -0.5216
H -5.5224 0.9419 -0.2143
H -0.7682 1.7525 -6.2592
H 0.5355 -4.5655 3.1719
H -3.9632 -1.0670 -1.4844
H -3.5540 2.7653 -2.9873
H 0.3961 -1.1918 4.3378

=====

(2)
17
Properties=species:S:1:pos:R:3 method="wB97M-V/def2-TZVPD" charge=0 homo_ev=-8.262 homo_lumo_gap_ev=9.074 e_above_lowest_kcal_mol=96.5
O -0.8387 -1.0479 1.0731
O 0.1623 -0.5760 -1.3499
C -2.3696 0.4732 0.0146
C 2.1735 0.4169 -0.5438
C -1.9520 -0.9423 0.3737
C 0.2805 -0.1376 1.0177
C 1.0449 -0.5565 -0.2427
H -0.0249 0.9090 0.9630
H -0.5344 -1.2330 -1.1912
H -1.6123 1.2198 -0.1885
H -2.9296 0.8316 0.8856
H 1.4593 -1.5627 -0.0715
H -3.0897 0.5315 -0.8034
H 2.7192 0.0972 -1.4347
H 2.8785 0.4659 0.2948
H 1.7757 1.4214 -0.7259
H 0.8576 -0.3106 1.9293

=====

(3)
26
Properties=species:S:1:pos:R:3 method="wB97M-V/def2-TZVPD" charge=0 homo_ev=-10.097 homo_lumo_gap_ev=9.889 e_above_lowest_kcal_mol=15.9
Xe -15.6283 -18.3370 -15.2416
Ne -13.8395 -17.9037 -18.4374
O -12.1082 -18.7161 -16.5483
O -16.4918 -19.9765 -18.2512
O -13.7627 -15.4654 -16.0997
O -16.9296 -16.5130 -12.0255
O -13.9046 -20.8733 -17.3826
O -18.3817 -18.0752 -18.3854
O -15.9318 -14.8184 -14.0748
O -18.9522 -17.2964 -15.5401
H -16.7198 -17.3058 -11.5318
H -13.3061 -20.2340 -16.9963
H -16.9888 -20.7555 -18.0015
H -18.4366 -17.7661 -17.4811
H -18.3059 -17.2766 -18.9077
H -17.7455 -16.7222 -12.4800
H -16.1590 -15.3581 -13.3177
H -13.5874 -14.5820 -15.7754
H -14.6759 -20.3623 -17.6280
H -18.8997 -17.0168 -14.6261
H -18.8680 -18.2493 -15.5048
H -11.8445 -17.7961 -16.5322
H -11.9709 -19.0208 -15.6513
H -17.1403 -19.2727 -18.2662
H -15.4194 -15.3984 -14.6380
H -14.1836 -15.3303 -16.9486

=====

(4)
117
Properties=species:S:1:pos:R:3 method="wB97M-V/def2-TZVPD" charge=+1 homo_ev=-7.770 homo_lumo_gap_ev=5.888 e_above_lowest_kcal_mol=801.6
Br 2.7400 2.1096 0.4585
Br 2.3976 -2.3052 -0.4785
Br -0.4103 0.3902 1.9455
Br 0.1922 0.1208 -2.1058
N 0.0190 -5.0343 3.1510
N -2.2893 -1.3643 -0.6772
N 2.3722 2.4489 -2.9470
N 1.2269 -0.1026 0.0619
N -0.0673 3.6867 0.3804
C 0.3046 2.5250 -0.5687
C 1.0601 4.7393 0.4057
C 1.0697 -2.7353 2.6487
C -2.0929 2.9143 -0.7101
C 1.0311 2.3958 -3.7116
C 1.2080 1.4765 -4.8984
C -2.2536 -3.5062 -2.1834
C -0.8186 3.5134 4.3054
C -2.2885 -3.9399 -3.6173
C 2.6706 1.1478 -2.1506
C 2.5648 3.7908 -2.1272
C -3.0171 0.6762 0.3783
C -2.2294 -5.6578 4.0134
C 0.3321 -3.9532 2.0796
C 3.3844 2.4155 -4.0722
C 1.2599 -5.4966 3.8452
C 4.0188 3.9564 -1.5574
C 0.9221 -1.6784 1.5533
C -0.2648 3.1780 1.7921
C 4.2818 5.3689 -1.0242
C -2.3413 0.1896 -0.8526
C -3.5690 -1.6211 0.0572
C -1.3629 4.1989 -0.1952
C -2.2339 -1.9534 -2.2007
C 2.7584 1.3700 -5.0871
C -1.1340 -4.6750 4.0895
C -0.9839 -1.6848 0.1134
C -1.0354 1.8128 -0.8851
C -0.6299 -6.3228 2.4739
C -4.0889 -0.3536 0.7047
C -1.6500 -6.9357 3.5138
C -0.6392 4.1879 2.9489
H 5.1487 5.3317 -0.3644
H 0.7382 2.7713 1.9211
H -1.1088 4.8968 -0.9931
H 4.8366 3.6618 -2.2152
H 0.7555 2.0265 -5.7235
H 0.5187 -2.3878 3.5226
H 2.4054 4.5602 -2.8826
H -1.1354 -2.7488 0.2950
H -4.2656 -1.9628 -0.7084
H -3.0899 -1.4966 -2.6973
H -2.3643 -7.4791 2.8954
H 0.9413 -4.4288 1.3110
H -0.9444 -1.1915 1.0846
H 1.3101 4.9141 -0.6408
H -1.4225 -3.9107 -1.6058
H -1.1964 0.9321 -0.2633
H -2.3358 0.8103 1.2185
H -1.0786 -5.9627 1.5481
H -1.1083 -7.5201 4.2575
H 3.0636 1.4254 -6.1321
H 0.9698 -6.1301 4.6835
H 0.9665 3.4252 -4.0643
H -1.4221 -3.6998 3.6970
H 0.1575 2.2258 -3.0823
H -0.6809 -4.4113 5.0452
H -1.0161 2.3885 1.7708
H 0.7009 -0.0884 0.9240
H -0.6352 -3.7425 1.6236
H 1.8623 0.6824 0.0669
H 1.9425 4.2616 0.8316
H 2.3312 0.2874 -2.7275
H -3.4114 1.6731 0.1813
H -3.3051 -3.7494 -3.9612
H 1.4018 -0.7645 1.9037
H 0.6866 0.5289 -4.7637
H 4.5099 6.1066 -1.7936
H -3.1161 -3.7992 -1.5848
H -1.4346 4.8500 2.6068
H 3.1073 0.3742 -4.8137
H -1.6284 -3.3941 -4.2914
H -0.0830 -1.4208 -0.4404
H -0.9722 1.4047 -1.8938
H -1.2940 0.4859 -0.9110
H 2.1105 -2.9231 2.9123
H 1.9133 -6.0171 3.1451
H 1.4660 -1.9539 0.6498
H 3.4523 5.6566 -0.3782
H -2.6395 3.2491 -1.5917
H -0.0126 2.8219 4.5512
H 0.7769 5.5597 1.0650
H 0.9675 1.7358 -0.2140
H -2.7546 2.6228 0.1055
H -2.6397 -5.8086 5.0119
H -2.8696 0.4489 -1.7701
H -1.8379 3.1417 4.4103
H -2.0552 -4.9887 -3.8009
H 0.2184 4.8560 3.0280
H 3.6911 1.0559 -1.7789
H 0.1188 -7.0498 2.1594
H 4.1469 3.2480 -0.7389
H -4.2920 -0.6119 1.7440
H -1.8548 4.8009 0.5688
H -1.3266 -1.6235 -2.7068
H 1.8395 3.8613 -1.3166
H -3.1279 -5.3256 3.4933
H -3.3132 -2.4358 0.7347
H 4.3597 2.2598 -3.6111
H 3.2826 3.3963 -4.5366
H 0.5920 -0.0029 -0.7172
H 1.9487 1.1339 -1.3341
H 1.8280 -4.6327 4.1902
H 0.5250 2.9206 -1.5602
H -0.1280 -1.5765 1.2795
H -0.7584 4.2558 5.1011
H -5.0725 -0.1357 0.2887
H 1.7258 -0.9679 -0.0879

=====

Results for strongest force on any atom: 0.01048; 0.01578; 0.01695; 0.26126 (in Eh/bohr, following the order of the records).